i.
Molecular formula: C4H20O6
Method: DFT, ωB97M-V/def2-TZVPD

The geometry in ORCA input format:
```
! wB97M-V def2-TZVPD RIJCOSX def2/J DEFGRID3
* xyz 0 1
O -0.206 -1.891 0.894
O -2.937 -3.249 2.043
O 0.571 -2.322 3.619
O 1.290 2.779 -3.569
O 1.064 -3.646 -0.804
O -1.333 4.794 0.223
C 2.050 1.647 -1.634
C 0.816 2.057 -2.455
C 0.124 -0.504 0.757
C -1.100 0.312 0.983
H 1.688 -4.371 -0.683
H 0.905 -0.246 1.477
H 2.902 2.269 -1.897
H 0.902 -3.611 -1.755
H -1.485 3.978 -0.266
H 0.460 -0.318 -0.268
H 0.400 -1.542 4.157
H -3.125 -4.090 2.473
H -2.032 -3.332 1.710
H 1.838 1.673 -0.565
H 0.283 -2.373 0.198
H 2.333 0.610 -1.826
H -1.858 0.016 0.256
H -0.143 -2.334 2.961
H -1.428 0.237 2.021
H 0.601 2.929 -4.222
H -2.061 5.372 -0.034
H 0.121 2.638 -1.837
H 0.291 1.142 -2.754
H -0.931 1.378 0.799
*
```

Values from the calculation:
structure (SMILES): CCO.CCO.O.O.O.O

---

ii.
Molecular formula: C4H20O6
Method: DFT, ωB97M-V/def2-TZVPD

The geometry in ORCA input format:
```
! wB97M-V def2-TZVPD RIJCOSX def2/J DEFGRID3
* xyz 0 1
O 1.665 2.446 0.242
O 2.116 -1.206 -0.194
O 0.608 2.106 -3.866
O 1.114 -0.975 2.772
O -1.267 0.873 -2.220
O 2.420 -1.208 -3.328
C -1.264 -0.117 2.450
C -0.210 -1.181 2.296
C -2.713 -0.606 2.367
C -3.300 -0.720 0.933
H -0.184 1.855 -3.397
H -0.083 -1.521 1.261
H -4.363 -0.516 0.994
H -1.536 1.437 -1.494
H -0.524 -2.065 2.831
H 1.986 -0.597 0.530
H 2.922 -0.624 -2.783
H 1.403 1.687 -3.580
H 0.731 2.476 0.028
H -2.794 -1.473 3.029
H 1.595 -1.425 -2.892
H -3.054 -1.646 0.430
H -2.722 0.064 0.439
H 2.849 -1.728 0.147
H -1.139 0.471 3.362
H 1.664 -0.312 2.357
H -1.117 0.666 1.687
H 1.744 2.392 1.197
H -3.353 0.116 2.876
H -1.901 0.183 -2.419
*
```

Values from the calculation:
structure (SMILES): CCCCO.O.O.O.O.O

---

Least stable = ii

---

i.
Molecular formula: C4H6ClNOS
Method: DFT, ωB97M-V/def2-TZVPD

The geometry in ORCA input format:
```
! wB97M-V def2-TZVPD RIJCOSX def2/J DEFGRID3
* xyz 0 1
Cl 1.622 1.797 1.644
S -3.174 0.282 0.085
O -1.037 0.508 2.087
N -1.452 0.370 -0.221
C 0.797 0.529 0.661
C 1.142 -1.376 -1.173
C -0.681 0.478 0.901
C 1.533 -0.207 -0.143
H 2.507 0.007 -0.162
H 0.140 -1.580 -1.045
H -1.223 1.370 -0.877
H 1.685 -2.318 -1.140
H -3.202 1.174 1.602
H 1.344 -1.033 -2.219
*
```

---

ii.
Molecular formula: C4H6ClNOS
Method: DFT, ωB97M-V/def2-TZVPD

The geometry in ORCA input format:
```
! wB97M-V def2-TZVPD RIJCOSX def2/J DEFGRID3
* xyz 0 1
Cl 2.025 -1.001 0.980
S -1.783 -0.262 0.691
O 1.307 0.704 -1.082
N -0.330 0.421 0.348
C -0.087 -1.432 -0.879
C 0.625 -0.240 -0.355
C -1.383 -1.609 -0.376
C -0.124 1.658 1.084
H -2.038 -2.370 -0.694
H 0.595 1.515 1.909
H -1.137 2.052 1.355
H 1.754 0.300 -1.895
H 0.333 2.474 0.494
H 0.243 -2.210 -1.580
*
```

Values from the calculation:
structure (SMILES): CN1SC=C[C@]1(O)Cl

---

Least stable = i

---

i.
Molecular formula: C4H6ClNOS
Method: DFT, ωB97M-V/def2-TZVPD

The geometry in ORCA input format:
```
! wB97M-V def2-TZVPD RIJCOSX def2/J DEFGRID3
* xyz 0 1
Cl -1.068 2.643 -1.982
S 3.076 2.067 0.292
O -0.407 -1.017 1.109
N 0.942 0.882 1.467
C 0.149 0.240 -2.365
C 1.645 1.442 0.528
C -0.406 0.364 1.275
C -0.055 1.335 -1.677
H 1.358 0.676 2.373
H -0.818 0.883 0.396
H -0.342 0.005 -3.304
H 0.863 -0.492 -2.016
H -1.002 0.566 2.168
H -0.037 -1.236 0.245
*
```

---

ii.
Molecular formula: C4H6ClNOS
Method: DFT, ωB97M-V/def2-TZVPD

The geometry in ORCA input format:
```
! wB97M-V def2-TZVPD RIJCOSX def2/J DEFGRID3
* xyz 0 1
Cl -2.155 0.443 -2.314
S 2.752 1.030 1.344
O -0.059 1.011 -0.004
N 0.089 0.894 1.374
C 0.131 -0.193 -0.689
C -0.782 -0.580 -1.813
C -0.746 -1.400 -0.575
C 1.249 1.150 1.979
H -0.641 1.417 1.803
H -0.353 -1.019 -2.720
H -1.495 -1.349 0.226
H 1.064 1.383 3.108
H -0.267 -2.356 -0.871
H 1.212 -0.432 -0.846
*
```

Values from the calculation:
structure (SMILES): S=CNO[C@H]1C[C@H]1Cl

---

Least stable = i

---

i.
Molecular formula: C4H11N3O2
Method: DFT, ωB97M-V/def2-TZVPD

The geometry in ORCA input format:
```
! wB97M-V def2-TZVPD RIJCOSX def2/J DEFGRID3
* xyz 1 2
O 0.887 0.863 1.196
O 0.283 1.210 3.083
N -1.580 -1.775 -2.247
N -0.893 -0.144 -0.704
N 0.662 -1.516 -1.742
C -0.544 2.796 1.248
C 0.157 1.691 1.968
C -0.657 -1.159 -1.476
C 1.708 -1.532 -0.738
H 0.393 0.332 0.476
H -2.539 -1.480 -2.194
H 0.734 -2.263 -2.404
H 2.269 -0.609 -0.781
H -1.436 -2.396 -3.032
H 1.413 -1.746 0.297
H -1.871 0.124 -0.752
H -0.424 2.456 0.206
H -1.599 3.035 1.252
H 2.349 -2.372 -1.027
H 0.065 3.705 1.293
*
```

Values from the calculation:
expectation value of S²: 0.76

---

ii.
Molecular formula: C4H11N3O2
Method: DFT, ωB97M-V/def2-TZVPD

The geometry in ORCA input format:
```
! wB97M-V def2-TZVPD RIJCOSX def2/J DEFGRID3
* xyz 1 2
O -1.486 -1.485 0.033
O -0.724 -0.987 -2.055
N 2.398 1.771 0.839
N 0.863 -0.031 1.299
N 1.060 0.882 -0.788
C -2.936 -0.368 -1.557
C 1.461 0.799 0.493
C -1.609 -0.925 -1.235
C 0.997 0.006 2.751
H 0.111 0.700 2.887
H 2.645 2.478 0.174
H -0.570 -1.311 0.297
H -2.942 0.675 -1.484
H 0.739 -0.908 3.252
H -3.382 -0.647 -2.596
H -3.734 -0.752 -0.906
H 1.824 0.547 3.206
H 3.047 1.669 1.602
H 0.332 0.270 -1.160
H 1.396 1.664 -1.349
*
```

Values from the calculation:
expectation value of S²: 0.76

---

Least stable = i